[1]
Computed, not measured: a molecular structure, C42H114F2N19O15P6Ti at a distorted geometry, with ωB97M-V with the def2-TZVPD basis set.

The geometry in XYZ format:
```
199
C42H114F2N19O15P6Ti (ωB97M-V with the def2-TZVPD basis set)
Ti -8.616 14.095 -16.361
N -11.512 13.428 -14.561
O -11.839 12.447 -13.956
O -10.298 13.619 -14.696
O -12.291 14.168 -15.154
C -14.667 16.505 -14.840
C -14.702 15.812 -13.483
O -15.822 16.438 -12.968
C -16.626 16.836 -13.855
O -17.750 17.251 -13.765
O -15.936 16.866 -15.019
F -13.658 16.132 -12.765
H -14.234 15.862 -15.606
H -14.003 17.365 -14.921
H -14.728 14.723 -13.506
C -13.286 9.244 -13.005
C -11.854 8.988 -13.083
O -11.792 7.917 -14.001
C -12.888 7.493 -14.303
O -13.040 6.490 -15.022
O -13.834 8.257 -13.811
F -11.326 8.595 -11.870
H -13.605 10.167 -13.489
H -13.685 9.167 -11.993
H -11.411 9.946 -13.357
O -7.961 16.129 -15.278
P -8.539 17.469 -15.348
N -7.472 18.620 -15.898
C -7.884 20.008 -16.242
C -5.986 18.529 -15.673
N -8.996 17.954 -13.754
C -9.460 19.340 -13.399
C -9.608 16.893 -12.950
N -9.903 17.662 -16.343
C -9.781 17.363 -17.774
C -11.332 17.383 -15.997
H -7.380 20.352 -17.145
H -7.800 20.640 -15.358
H -8.919 20.104 -16.569
H -5.430 18.927 -16.522
H -5.691 17.522 -15.379
H -5.653 19.196 -14.877
H -8.827 20.109 -13.842
H -10.440 19.398 -13.873
H -9.576 19.447 -12.320
H -9.573 17.278 -11.931
H -10.568 16.462 -13.235
H -8.920 16.063 -13.109
H -9.729 16.295 -17.987
H -10.632 17.749 -18.336
H -8.941 17.819 -18.297
H -12.009 18.115 -16.438
H -11.518 17.389 -14.924
H -11.521 16.321 -16.155
O -14.551 17.370 -18.228
P -14.605 16.413 -19.418
N -15.960 16.623 -20.479
C -16.220 15.666 -21.589
C -16.382 18.018 -20.726
N -14.666 14.762 -19.064
C -15.861 14.197 -18.436
C -13.441 14.172 -18.545
N -13.341 16.534 -20.506
C -12.790 15.472 -21.414
C -12.886 17.889 -20.828
H -16.578 14.704 -21.223
H -15.455 15.352 -22.298
H -17.089 16.007 -22.152
H -16.352 18.230 -21.795
H -15.795 18.736 -20.155
H -17.361 18.169 -20.271
H -16.159 14.737 -17.537
H -16.700 14.192 -19.131
H -15.637 13.183 -18.103
H -12.550 14.678 -18.919
H -13.401 14.321 -17.466
H -13.428 13.097 -18.727
H -13.485 14.632 -21.419
H -12.706 15.859 -22.429
H -11.794 15.108 -21.163
H -13.630 18.455 -21.389
H -12.005 17.731 -21.450
H -12.650 18.463 -19.931
O -9.484 12.431 -18.369
P -9.949 11.096 -18.808
N -10.694 11.094 -20.410
C -11.793 12.094 -20.641
C -10.690 9.864 -21.227
N -11.202 10.372 -17.782
C -10.953 10.271 -16.386
C -12.395 9.556 -18.139
N -8.676 9.947 -18.942
C -7.299 10.294 -19.213
C -8.981 8.482 -18.755
H -12.784 11.794 -20.300
H -11.841 12.186 -21.726
H -11.516 13.002 -20.106
H -9.745 9.324 -21.162
H -10.952 10.124 -22.253
H -11.560 9.294 -20.902
H -10.300 11.079 -16.057
H -11.895 10.415 -15.857
H -10.581 9.288 -16.098
H -13.027 9.443 -17.258
H -12.878 9.904 -19.052
H -12.038 8.569 -18.433
H -7.319 10.984 -20.057
H -6.759 10.735 -18.375
H -6.697 9.393 -19.326
H -10.038 8.217 -18.784
H -8.592 8.329 -17.748
H -8.305 7.844 -19.324
O -16.987 13.823 -14.839
P -17.321 12.373 -14.666
N -17.310 11.776 -13.059
C -17.451 10.321 -12.917
C -16.456 12.431 -12.108
N -16.119 11.460 -15.418
C -16.331 10.167 -16.139
C -14.752 12.001 -15.630
N -18.838 11.878 -15.394
C -20.113 12.245 -14.675
C -19.017 11.507 -16.773
H -16.495 9.799 -12.877
H -18.138 9.926 -13.666
H -17.934 10.154 -11.954
H -16.348 13.487 -12.357
H -15.594 11.833 -11.814
H -17.008 12.746 -11.223
H -15.456 9.517 -16.123
H -17.091 9.549 -15.661
H -16.618 10.299 -17.182
H -13.972 11.265 -15.433
H -14.646 12.281 -16.678
H -14.608 12.985 -15.182
H -19.940 13.135 -14.069
H -20.940 12.469 -15.349
H -20.508 11.419 -14.084
H -18.181 11.925 -17.333
H -19.889 11.997 -17.206
H -19.207 10.434 -16.787
O -12.070 14.345 -7.248
P -11.773 13.557 -8.446
N -10.862 12.127 -8.055
C -9.390 12.128 -7.848
C -11.464 11.130 -7.137
N -10.823 14.300 -9.668
C -9.774 15.338 -9.394
C -10.837 14.044 -11.176
N -13.118 12.864 -9.321
C -14.480 13.435 -9.255
C -13.055 11.765 -10.278
H -9.193 12.688 -6.935
H -8.834 12.511 -8.704
H -8.995 11.130 -7.656
H -11.116 11.256 -6.112
H -11.151 10.156 -7.515
H -12.547 11.246 -7.174
H -9.874 15.713 -8.376
H -8.789 14.876 -9.465
H -9.884 16.124 -10.141
H -11.786 14.209 -11.686
H -10.113 14.643 -11.729
H -10.542 13.015 -11.380
H -15.266 12.731 -9.525
H -14.634 13.849 -8.259
H -14.585 14.230 -9.994
H -12.031 11.399 -10.352
H -13.409 12.066 -11.264
H -13.621 10.920 -9.885
O -6.878 12.841 -15.460
P -6.282 12.155 -14.211
N -4.592 11.705 -14.340
C -3.953 11.181 -15.578
C -3.819 11.261 -13.113
N -7.079 10.726 -13.663
C -8.289 10.367 -14.443
C -6.591 9.771 -12.631
N -6.228 13.227 -12.869
C -7.519 13.377 -12.170
C -5.294 14.400 -13.001
H -3.002 11.576 -15.934
H -4.642 11.551 -16.338
H -3.983 10.094 -15.646
H -3.927 11.916 -12.248
H -2.783 11.534 -13.317
H -3.975 10.234 -12.784
H -8.046 10.167 -15.487
H -8.961 9.596 -14.064
H -8.972 11.205 -14.582
H -7.445 9.190 -12.282
H -5.910 9.109 -13.166
H -6.091 10.329 -11.840
H -7.346 14.005 -11.296
H -8.387 13.663 -12.764
H -7.858 12.473 -11.664
H -4.533 14.274 -13.771
H -4.662 14.415 -12.113
H -5.875 15.322 -13.026
```

Computed properties:
Total energy   -188701.77701 eV
Kohn-Sham gap (spin up / spin down)   3.880 / 2.773 eV
LUMO energy (spin up / spin down)   -2.18 / -6.86 eV
Max |F|   9.4 eV/Å
Total charge   +1
Spin multiplicity   5

***

[2]
Computed, not measured: 10 unconnected molecules or ions with the total composition C42H114N10O11 at a distorted geometry, with ωB97M-V with the def2-TZVPD basis set.

The geometry in XYZ format:
```
177
C42H114N10O11 (ωB97M-V with the def2-TZVPD basis set)
C -23.043 -5.045 2.922
O -23.409 -4.514 4.163
C -24.770 -4.753 4.487
C -24.972 -4.194 5.875
C -24.231 -4.975 6.932
N -26.393 -4.153 6.244
H -21.966 -5.025 2.769
H -23.487 -4.465 2.098
H -23.353 -6.088 2.765
H -25.400 -4.184 3.784
H -24.990 -5.825 4.434
H -24.583 -3.166 5.844
H -24.697 -5.947 7.112
H -24.232 -4.404 7.864
H -23.187 -5.123 6.651
H -26.897 -3.564 5.586
H -26.440 -3.674 7.143
C -21.725 -5.164 9.475
O -21.051 -4.636 10.605
C -20.201 -3.566 10.259
C -19.916 -2.741 11.511
C -21.104 -1.883 11.890
N -18.709 -1.887 11.388
H -20.971 -5.508 8.753
H -22.343 -4.407 8.988
H -22.313 -6.010 9.820
H -19.238 -3.960 9.902
H -20.658 -2.917 9.497
H -19.714 -3.452 12.316
H -21.977 -2.547 11.933
H -21.357 -1.201 11.070
H -20.997 -1.375 12.841
H -18.822 -1.354 10.520
H -17.927 -2.486 11.117
C -24.231 -6.260 -0.483
O -23.879 -7.023 -1.623
C -23.492 -6.206 -2.711
C -23.113 -7.061 -3.913
C -21.899 -7.944 -3.668
N -23.018 -6.294 -5.151
H -24.224 -7.007 0.312
H -25.218 -5.796 -0.553
H -23.456 -5.510 -0.284
H -24.272 -5.479 -2.980
H -22.628 -5.609 -2.364
H -23.987 -7.722 -4.006
H -21.563 -8.325 -4.634
H -22.189 -8.781 -3.041
H -21.086 -7.354 -3.240
H -22.166 -5.739 -5.155
H -23.780 -5.626 -5.207
C -20.267 -6.091 -0.606
O -20.245 -4.868 0.082
C -20.598 -3.778 -0.732
C -20.519 -2.474 0.032
C -21.376 -2.517 1.279
N -20.782 -1.358 -0.872
H -21.276 -6.458 -0.828
H -19.841 -6.857 0.047
H -19.658 -6.111 -1.519
H -19.870 -3.699 -1.557
H -21.573 -3.907 -1.233
H -19.467 -2.417 0.334
H -21.440 -1.553 1.781
H -20.903 -3.232 1.958
H -22.368 -2.923 1.074
H -21.727 -1.428 -1.245
H -20.807 -0.504 -0.323
C -30.854 -10.120 6.672
O -30.031 -9.197 6.015
C -29.113 -8.569 6.875
C -28.653 -7.253 6.290
C -27.798 -7.484 5.045
N -27.832 -6.604 7.340
H -30.283 -10.852 7.258
H -31.459 -10.643 5.934
H -31.541 -9.610 7.364
H -29.517 -8.382 7.882
H -28.236 -9.216 7.044
H -29.487 -6.584 6.083
H -27.646 -6.548 4.503
H -28.246 -8.198 4.346
H -26.822 -7.893 5.317
H -27.249 -5.876 6.910
H -27.101 -7.264 7.629
C -27.279 0.593 5.246
O -27.092 0.195 6.576
C -25.741 -0.041 6.903
C -25.659 -0.557 8.323
C -24.208 -0.901 8.619
N -26.423 -1.831 8.362
H -27.044 -0.194 4.514
H -26.665 1.466 4.989
H -28.316 0.871 5.056
H -25.286 -0.761 6.211
H -25.165 0.892 6.807
H -26.075 0.187 9.006
H -24.118 -1.336 9.617
H -23.590 0.004 8.649
H -23.793 -1.580 7.876
H -26.704 -2.056 9.312
H -27.294 -1.651 7.866
C -18.878 -5.192 3.063
O -18.257 -5.762 4.193
C -17.706 -4.780 5.032
C -17.408 -5.403 6.375
C -18.676 -5.640 7.169
N -16.547 -4.478 7.150
H -19.197 -5.974 2.378
H -18.259 -4.469 2.524
H -19.805 -4.704 3.401
H -16.792 -4.332 4.608
H -18.400 -3.932 5.151
H -16.852 -6.328 6.178
H -19.417 -6.184 6.589
H -19.080 -4.677 7.487
H -18.419 -6.182 8.084
H -16.307 -4.942 8.023
H -15.639 -4.417 6.692
C -21.892 -7.573 5.445
O -22.155 -8.205 4.216
C -21.019 -8.452 3.425
C -21.502 -9.371 2.320
C -21.801 -10.771 2.846
N -20.530 -9.376 1.211
H -22.841 -7.378 5.947
H -21.355 -6.625 5.345
H -21.364 -8.254 6.130
H -20.614 -7.557 2.943
H -20.241 -8.966 4.004
H -22.440 -8.974 1.922
H -21.900 -11.478 2.020
H -22.686 -10.809 3.477
H -20.943 -11.132 3.428
H -19.653 -9.767 1.556
H -20.824 -10.060 0.521
C -24.221 -0.865 3.245
O -24.786 0.421 3.127
C -24.308 1.171 2.015
C -25.429 1.415 1.048
C -24.966 2.228 -0.140
N -26.629 2.008 1.636
H -24.361 -1.453 2.329
H -24.694 -1.367 4.080
H -23.145 -0.791 3.438
H -23.997 2.133 2.440
H -23.475 0.687 1.500
H -25.762 0.473 0.592
H -23.938 1.979 -0.441
H -24.906 3.293 0.107
H -25.548 2.057 -1.042
H -26.938 1.398 2.385
H -26.382 2.902 2.053
C -30.160 -3.501 12.653
O -28.913 -3.701 12.043
C -28.798 -4.956 11.420
C -27.375 -5.172 10.944
N -27.233 -6.549 10.491
C -25.826 -6.947 10.465
C -25.608 -8.352 9.944
O -25.822 -8.405 8.550
C -25.569 -9.680 8.009
H -30.055 -2.693 13.376
H -30.482 -4.383 13.225
H -30.935 -3.259 11.917
H -29.485 -5.031 10.562
H -29.080 -5.774 12.097
H -26.651 -4.927 11.720
H -27.178 -4.520 10.075
H -27.585 -6.635 9.541
H -25.396 -6.852 11.462
H -25.279 -6.260 9.788
H -26.300 -9.031 10.464
H -24.584 -8.638 10.222
H -24.709 -10.155 8.492
H -25.412 -9.579 6.938
H -26.426 -10.349 8.173
```

Computed properties:
Total energy   -82820.97497 eV
Structure (SMILES)   COC[C@H](C)N.COC[C@H](C)N.COC[C@H](C)N.COC[C@H](C)N.COC[C@H](C)N.COC[C@H](C)N.COC[C@H](C)N.COC[C@H](C)N.COC[C@H](C)N.COCCNCCOC
Kohn-Sham gap   8.847 eV
LUMO energy   0.40 eV
Max |F|   1.5 eV/Å